# 1
The following is a quantum chemistry calculation of a 7-piece molecular cluster, C56H118N6O8 overall in a non-equilibrium geometry, from the Open Molecules 2025 dataset.

Bonds (Å) are listed after each position.
Positions of all 188 atoms, in Å:
1 O -2.28 1.34 1.15  C2 1.387
2 C -1.43 1.03 0.10  O1 1.387, C3 1.621, H5 1.090, H6 1.090
3 C -1.04 -0.43 -0.49  C2 1.621, O4 1.436, H7 1.090, H8 1.090
4 O -2.09 -1.32 -0.91  C3 1.436
5 H -0.41 1.39 0.23  C2 1.090
6 H -1.84 1.66 -0.69  C2 1.090
7 H -0.50 -1.02 0.25  C3 1.090
8 H -0.27 -0.22 -1.24  C3 1.090
9 C -1.36 8.10 -0.89  C10 1.540, H20 1.090, H21 1.090, H22 1.090
10 C -1.34 7.42 -2.27  C9 1.540, C11 1.566, N15 1.544, C19 1.516
11 C -0.02 7.86 -3.00  C10 1.566, C12 1.567, H23 1.090, H24 1.090
12 C 0.27 6.88 -4.19  C11 1.567, C13 1.521, H25 1.090, H26 1.090
13 C 0.36 5.46 -3.66  C12 1.521, C14 1.523, H27 1.090, H28 1.090
14 C -1.00 4.98 -3.16  C13 1.523, N15 1.479, C17 1.557, C18 1.545
15 N -1.48 5.90 -2.10  C10 1.544, C14 1.479, O16 1.396
16 O -2.64 5.54 -1.41  N15 1.396, H38 0.960
17 C -2.00 4.74 -4.32  C14 1.557, H29 1.090, H30 1.090, H31 1.090
18 C -0.71 3.62 -2.49  C14 1.545, H32 1.090, H33 1.090, H34 1.090
19 C -2.45 8.01 -3.11  C10 1.516, H35 1.090, H36 1.090, H37 1.090
20 H -2.38 8.14 -0.51  C9 1.090
21 H -0.93 9.10 -0.85  C9 1.090
22 H -0.81 7.63 -0.08  C9 1.090
23 H -0.07 8.94 -3.11  C11 1.090
24 H 0.86 7.73 -2.36  C11 1.090
25 H 1.20 7.22 -4.66  C12 1.090
26 H -0.39 7.02 -5.04  C12 1.090
27 H 1.14 5.30 -2.92  C13 1.090
28 H 0.58 4.88 -4.56  C13 1.090
29 H -2.32 5.69 -4.76  C17 1.090
30 H -1.58 4.23 -5.19  C17 1.090
31 H -2.92 4.14 -4.25  C17 1.090
32 H -0.21 3.64 -1.52  C18 1.090
33 H -1.66 3.13 -2.30  C18 1.090
34 H -0.26 3.00 -3.27  C18 1.090
35 H -3.48 7.73 -2.89  C19 1.090
36 H -2.41 7.58 -4.11  C19 1.090
37 H -2.34 9.09 -3.25  C19 1.090
38 H -3.25 5.46 -2.15  O16 0.960
39 C -4.34 4.18 4.97  C40 1.571, H50 1.090, H51 1.090, H52 1.090
40 C -2.79 4.38 4.88  C39 1.571, C41 1.613, N45 1.491, C49 1.535
41 C -2.02 2.97 5.01  C40 1.613, C42 1.482, H53 1.090, H54 1.090
42 C -0.57 3.00 4.69  C41 1.482, C43 1.537, H55 1.090, H56 1.090
43 C -0.26 3.64 3.33  C42 1.537, C44 1.541, H57 1.090, H58 1.090
44 C -1.00 4.96 3.05  C43 1.541, N45 1.503, C47 1.551, C48 1.580
45 N -2.42 4.86 3.52  C40 1.491, C44 1.503, O46 1.383
46 O -3.09 5.99 3.10  N45 1.383, H68 0.960
47 C -0.01 5.90 3.78  C44 1.551, H59 1.090, H60 1.090, H61 1.090
48 C -0.86 5.15 1.48  C44 1.580, H62 1.090, H63 1.090, H64 1.090
49 C -2.49 5.29 6.09  C40 1.535, H65 1.090, H66 1.090, H67 1.090
50 H -4.74 3.77 4.04  C39 1.090
51 H -4.94 5.09 5.03  C39 1.090
52 H -4.72 3.29 5.47  C39 1.090
53 H -2.09 2.69 6.06  C41 1.090
54 H -2.38 2.20 4.32  C41 1.090
55 H -0.24 1.97 4.80  C42 1.090
56 H 0.04 3.40 5.50  C42 1.090
57 H -0.49 2.91 2.55  C43 1.090
58 H 0.83 3.62 3.38  C43 1.090
59 H 0.42 5.61 4.74  C47 1.090
60 H 0.85 6.14 3.16  C47 1.090
61 H -0.52 6.87 3.81  C47 1.090
62 H -1.41 6.08 1.33  C48 1.090
63 H 0.14 5.39 1.11  C48 1.090
64 H -1.28 4.43 0.78  C48 1.090
65 H -1.47 5.66 5.99  C49 1.090
66 H -2.47 4.80 7.07  C49 1.090
67 H -3.18 6.13 6.17  C49 1.090
68 H -2.82 6.65 3.74  O46 0.960
69 C 3.52 -1.97 -2.72  C70 1.574, H80 1.090, H81 1.090, H82 1.090
70 C 2.99 -0.84 -3.68  C69 1.574, C71 1.558, N75 1.424, C79 1.634
71 C 2.31 0.28 -2.82  C70 1.558, C72 1.474, H83 1.090, H84 1.090
72 C 3.33 1.15 -2.21  C71 1.474, C73 1.561, H85 1.090, H86 1.090
73 C 4.22 1.73 -3.35  C72 1.561, C74 1.478, H87 1.090, H88 1.090
74 C 4.96 0.71 -4.14  C73 1.478, N75 1.514, C77 1.590, C78 1.493
75 N 3.95 -0.32 -4.59  C70 1.424, C74 1.514, O76 1.451
76 O 4.53 -1.37 -5.41  N75 1.451, H98 0.960
77 C 5.48 1.48 -5.43  C74 1.590, H89 1.090, H90 1.090, H91 1.090
78 C 6.09 0.18 -3.32  C74 1.493, H92 1.090, H93 1.090, H94 1.090
79 C 1.82 -1.50 -4.61  C70 1.634, H95 1.090, H96 1.090, H97 1.090
80 H 2.72 -2.44 -2.16  C69 1.090
81 H 4.24 -1.56 -2.02  C69 1.090
82 H 4.12 -2.67 -3.31  C69 1.090
83 H 1.66 0.95 -3.39  C71 1.090
84 H 1.76 -0.08 -1.96  C71 1.090
85 H 3.91 0.43 -1.63  C72 1.090
86 H 2.93 1.97 -1.61  C72 1.090
87 H 5.00 2.37 -2.93  C73 1.090
88 H 3.56 2.32 -3.99  C73 1.090
89 H 5.43 0.83 -6.30  C77 1.090
90 H 4.86 2.36 -5.62  C77 1.090
91 H 6.43 2.02 -5.43  C77 1.090
92 H 5.96 -0.84 -2.96  C78 1.090
93 H 6.96 -0.03 -3.93  C78 1.090
94 H 6.44 0.73 -2.45  C78 1.090
95 H 2.10 -2.55 -4.67  C79 1.090
96 H 1.88 -0.99 -5.57  C79 1.090
97 H 0.81 -1.42 -4.21  C79 1.090
98 H 4.28 -1.12 -6.30  O76 0.960
99 C -0.95 -5.46 -0.98  C100 1.569, H110 1.090, H111 1.090, H112 1.090
100 C -0.74 -5.53 -2.54  C99 1.569, C101 1.548, N105 1.486, C109 1.622
101 C -1.43 -6.88 -2.86  C100 1.548, C102 1.502, H113 1.090, H114 1.090
102 C -1.74 -7.10 -4.32  C101 1.502, C103 1.514, H115 1.090, H116 1.090
103 C -2.41 -5.89 -4.94  C102 1.514, C104 1.491, H117 1.090, H118 1.090
104 C -1.70 -4.60 -4.70  C103 1.491, N105 1.462, C107 1.565, C108 1.522
105 N -1.40 -4.43 -3.28  C100 1.486, C104 1.462, O106 1.358
106 O -0.94 -3.19 -2.99  N105 1.358, H128 0.960
107 C -0.44 -4.60 -5.62  C104 1.565, H119 1.090, H120 1.090, H121 1.090
108 C -2.57 -3.44 -5.14  C104 1.522, H122 1.090, H123 1.090, H124 1.090
109 C 0.86 -5.64 -2.78  C100 1.622, H125 1.090, H126 1.090, H127 1.090
110 H -0.59 -6.33 -0.44  C99 1.090
111 H -0.34 -4.57 -0.86  C99 1.090
112 H -2.01 -5.28 -0.80  C99 1.090
113 H -1.02 -7.74 -2.34  C101 1.090
114 H -2.45 -6.81 -2.49  C101 1.090
115 H -0.83 -7.30 -4.88  C102 1.090
116 H -2.32 -8.00 -4.47  C102 1.090
117 H -3.39 -5.95 -4.46  C103 1.090
118 H -2.58 -6.05 -6.00  C103 1.090
119 H -0.73 -4.59 -6.67  C107 1.090
120 H 0.09 -5.53 -5.41  C107 1.090
121 H 0.28 -3.79 -5.50  C107 1.090
122 H -3.54 -3.22 -4.69  C108 1.090
123 H -2.85 -3.59 -6.18  C108 1.090
124 H -2.05 -2.48 -5.12  C108 1.090
125 H 1.28 -4.75 -2.31  C109 1.090
126 H 1.24 -6.53 -2.28  C109 1.090
127 H 1.17 -5.78 -3.82  C109 1.090
128 H -1.46 -2.91 -2.23  O106 0.960
129 C 1.67 -0.13 2.91  C130 1.555, H140 1.090, H141 1.090, H142 1.090
130 C 2.70 -1.09 2.25  C129 1.555, C131 1.566, N135 1.471, C139 1.568
131 C 4.09 -0.72 2.86  C130 1.566, C132 1.507, H143 1.090, H144 1.090
132 C 5.19 -1.72 2.61  C131 1.507, C133 1.524, H145 1.090, H146 1.090
133 C 4.75 -3.12 3.05  C132 1.524, C134 1.564, H147 1.090, H148 1.090
134 C 3.43 -3.61 2.36  C133 1.564, N135 1.508, C137 1.569, C138 1.468
135 N 2.41 -2.51 2.51  C130 1.471, C134 1.508, O136 1.480
136 O 1.04 -2.92 2.12  N135 1.480, H158 0.960
137 C 3.70 -3.97 0.86  C134 1.569, H149 1.090, H150 1.090, H151 1.090
138 C 2.97 -4.74 3.18  C134 1.468, H152 1.090, H153 1.090, H154 1.090
139 C 2.58 -0.77 0.72  C130 1.568, H155 1.090, H156 1.090, H157 1.090
140 H 0.67 -0.38 2.57  C129 1.090
141 H 1.87 0.92 2.71  C129 1.090
142 H 1.74 -0.18 4.00  C129 1.090
143 H 4.41 0.20 2.37  C131 1.090
144 H 4.03 -0.46 3.92  C131 1.090
145 H 6.17 -1.47 3.01  C132 1.090
146 H 5.31 -1.62 1.53  C132 1.090
147 H 4.79 -3.14 4.14  C133 1.090
148 H 5.59 -3.71 2.67  C133 1.090
149 H 4.25 -3.20 0.32  C137 1.090
150 H 4.24 -4.91 0.75  C137 1.090
151 H 2.75 -4.20 0.37  C137 1.090
152 H 3.73 -5.39 3.61  C138 1.090
153 H 2.46 -4.38 4.07  C138 1.090
154 H 2.22 -5.35 2.68  C138 1.090
155 H 1.72 -1.05 0.11  C139 1.090
156 H 3.42 -1.13 0.13  C139 1.090
157 H 2.59 0.30 0.52  C139 1.090
158 H 0.96 -2.86 1.17  O136 0.960
159 C -2.63 -0.67 4.35  C160 1.525, H170 1.090, H171 1.090, H172 1.090
160 C -2.56 -2.18 4.56  C159 1.525, C161 1.518, N165 1.513, C169 1.493
161 C -3.51 -2.54 5.68  C160 1.518, C162 1.531, H173 1.090, H174 1.090
162 C -3.58 -4.06 5.81  C161 1.531, C163 1.522, H175 1.090, H176 1.090
163 C -4.19 -4.75 4.59  C162 1.522, C164 1.500, H177 1.090, H178 1.090
164 C -3.34 -4.42 3.40  C163 1.500, N165 1.521, C167 1.495, C168 1.533
165 N -3.03 -2.93 3.33  C160 1.513, C164 1.521, O166 1.323
166 O -2.29 -2.60 2.28  N165 1.323, H188 0.960
167 C -2.05 -5.15 3.28  C164 1.495, H179 1.090, H180 1.090, H181 1.090
168 C -4.24 -4.82 2.21  C164 1.533, H182 1.090, H183 1.090, H184 1.090
169 C -1.17 -2.44 5.04  C160 1.493, H185 1.090, H186 1.090, H187 1.090
170 H -3.64 -0.41 4.03  C159 1.090
171 H -2.03 -0.32 3.51  C159 1.090
172 H -2.18 -0.12 5.18  C159 1.090
173 H -3.19 -2.26 6.69  C161 1.090
174 H -4.49 -2.16 5.38  C161 1.090
175 H -4.22 -4.45 6.60  C162 1.090
176 H -2.61 -4.48 6.07  C162 1.090
177 H -5.19 -4.33 4.51  C163 1.090
178 H -4.37 -5.80 4.78  C163 1.090
179 H -1.28 -4.83 3.99  C167 1.090
180 H -1.99 -6.23 3.46  C167 1.090
181 H -1.58 -5.23 2.30  C167 1.090
182 H -5.21 -4.33 2.27  C168 1.090
183 H -3.80 -4.62 1.24  C168 1.090
184 H -4.29 -5.91 2.17  C168 1.090
185 H -0.99 -3.46 5.40  C169 1.090
186 H -0.85 -1.77 5.83  C169 1.090
187 H -0.44 -2.23 4.26  C169 1.090
188 H -1.39 -2.75 2.57  O166 0.960

Computed properties:
Orbital gap = 2.72 eV
Multiplicity = 1
Net charge = -2
Electronic energy = -85289.547 eV

# 2
The following is a quantum chemistry calculation of a 2-piece molecular cluster, C3H12N4 overall in a non-equilibrium geometry, from the Open Molecules 2025 dataset.

Bonds (Å) are listed after each position.
Positions of all 19 atoms, in Å:
1 H 2.55 0.03 0.14  N2 1.042
2 N 2.04 0.92 0.30  H1 1.042, C3 1.309
3 C 2.41 1.34 1.47  N2 1.309, N4 1.362, H5 1.079
4 N 2.12 2.58 1.97  C3 1.362, H6 1.009, H7 1.049
5 H 2.90 0.64 2.13  C3 1.079
6 H 2.04 2.70 2.97  N4 1.009
7 H 1.38 3.07 1.41  N4 1.049
8 N -2.41 -1.95 -2.37  C9 1.468, H12 1.007, H13 1.001
9 C -1.35 -1.80 -1.36  N8 1.468, C10 1.553, H14 1.100, H15 1.101
10 C -1.70 -0.53 -0.53  C9 1.553, N11 1.487, H16 1.115, H17 1.114
11 N -0.78 -0.42 0.63  C10 1.487, H18 1.022, H19 1.013
12 H -2.22 -2.79 -2.88  N8 1.007
13 H -2.35 -1.22 -3.05  N8 1.001
14 H -0.34 -1.70 -1.76  C9 1.100
15 H -1.33 -2.63 -0.64  C9 1.101
16 H -1.67 0.41 -1.13  C10 1.115
17 H -2.75 -0.56 -0.17  C10 1.114
18 H 0.08 0.08 0.40  N11 1.022
19 H -1.22 0.07 1.40  N11 1.013

Computed properties:
SMILES = [H]/N=C/N.NCCN
Orbital gap = 9.62 eV
Multiplicity = 1
Electronic energy = -9265.456 eV

# 3
The following is a quantum chemistry calculation of a single C3H3NO2S2 molecule in a non-equilibrium geometry, from the Open Molecules 2025 dataset.

Bonds (Å) are listed after each position.
Positions of all 11 atoms, in Å:
1 O -2.86 0.39 -0.28  C2 1.323
2 C -1.64 0.03 0.09  O1 1.323, O3 1.449, C4 1.557
3 O -1.26 -0.67 1.30  C2 1.449, H9 1.035
4 C -0.31 0.23 -0.71  C2 1.557, S5 1.779, S8 1.886, H10 1.126
5 S 0.62 1.60 -0.06  C4 1.779, C6 1.802
6 C 1.98 0.51 0.43  S5 1.802, N7 1.315, H11 1.205
7 N 1.77 -0.77 0.27  C6 1.315, S8 1.639
8 S 0.51 -1.46 -0.53  C4 1.886, N7 1.639
9 H -0.27 -0.84 1.55  O3 1.035
10 H -0.67 0.72 -1.65  C4 1.126
11 H 3.11 0.83 0.68  C6 1.205

Computed properties:
SMILES = O=C(O)[C@H]1SC=NS1
Orbital gap = 8.89 eV
Multiplicity = 1
Electronic energy = -30412.077 eV

One value per record, in order, for M: 1003.594; 104.157; 149.196 g mol⁻¹.
One value per record, in order, for ΔE to the lowest compared entry with this formula, charge and spin: 1.4393; 0.8489; 2.7991 eV.